(1)
{
  "formula": "C28H27N3O7P4RuSbSe6",
  "method": "ωB97M-V/def2-TZVPD",
  "gap_ev": [4.999, 4.995],
  "homo_energy_ev": [-5.6, -5.6],
  "spin_multiplicity": 1,
  "total_charge": -1,
  "species": ["Ru", "Se", "Sb", "Se", "Se", "Se", "C", "C", "O", "P", "O", "O", "O", "P", "O", "O", "O", "H", "H", "H", "H", "H", "H", "H", "Se", "P", "C", "C", "C", "C", "C", "C", "C", "C", "C", "C", "C", "C", "C", "C", "N", "N", "N", "P", "Se", "C", "C", "C", "C", "C", "C", "C", "C", "C", "C", "C", "C", "H", "H", "H", "H", "H", "H", "H", "H", "H", "H", "H", "H", "H", "H", "H", "H", "H", "H", "H", "H"],
  "xyz": [[-2.9907, 0.8245, -0.7410], [-2.7304, 6.3403, 0.5880], [-1.9586, 4.1297, 0.9612], [-2.1305, 2.9949, -1.5970], [-3.7891, 2.2866, 0.7929], [-0.2853, 3.8246, 2.6136], [-5.8199, -3.0879, -3.6416], [-5.1884, -1.7846, -3.1427], [-5.1295, -0.8088, -4.1870], [-6.2404, -1.0335, -1.8566], [-6.4174, -2.2898, -0.8915], [-7.6796, -0.8742, -2.5551], [-5.8181, 0.2118, -1.1877], [-3.4465, -2.0362, -2.5215], [-3.4179, -3.5687, -2.0192], [-2.5715, -1.8767, -3.7117], [-3.2950, -1.1971, -1.2689], [-6.7966, -2.8805, -4.0787], [-5.9184, -3.8177, -2.8418], [-5.1750, -3.5169, -4.4129], [-4.5436, -1.1750, -4.8632], [-6.6916, -2.0251, -0.0033], [-7.9137, 0.0634, -2.5728], [-2.8884, -4.0839, -2.6416], [2.5151, -2.7007, 2.0090], [1.8247, -0.7353, 2.3703], [1.5106, -0.4116, 4.1423], [2.0703, -1.2642, 5.0840], [1.8990, -1.0176, 6.4402], [1.1622, 0.0779, 6.8616], [0.5859, 0.9253, 5.9239], [0.7544, 0.6814, 4.5707], [3.0661, 0.5301, 1.9404], [2.9206, 1.8441, 2.3793], [3.9168, 2.7751, 2.1389], [5.0584, 2.4079, 1.4404], [5.2050, 1.1048, 0.9927], [4.2174, 0.1644, 1.2540], [0.2585, -0.3287, 1.5846], [-0.1910, 0.0563, 0.3285], [-1.5385, 0.0411, 0.4513], [-1.9077, -0.2991, 1.6770], [-0.8305, -0.5407, 2.3727], [0.3625, 0.3293, -1.3921], [-3.0827, 1.2179, -3.0703], [1.7180, 1.5449, -1.3192], [1.5916, 2.6699, -0.5092], [2.4521, 3.7476, -0.6487], [3.4641, 3.7145, -1.5969], [3.6108, 2.5919, -2.4001], [2.7404, 1.5193, -2.2701], [1.2078, -1.2252, -1.8433], [0.5366, -2.0607, -2.7357], [1.1058, -3.2666, -3.1252], [2.3506, -3.6406, -2.6374], [3.0300, -2.8063, -1.7584], [2.4605, -1.6056, -1.3650], [2.6324, -2.1251, 4.7436], [2.3390, -1.6895, 7.1664], [1.0219, 0.2643, 7.9193], [-0.0094, 1.7709, 6.2437], [0.2584, 1.3208, 3.8505], [2.0282, 2.1478, 2.9074], [3.7917, 3.7959, 2.4785], [5.8308, 3.1408, 1.2417], [6.0937, 0.8122, 0.4474], [4.3416, -0.8690, 0.9529], [0.8142, 2.7021, 0.2461], [2.3303, 4.6126, -0.0076], [4.1373, 4.5558, -1.7062], [4.4034, 2.5512, -3.1374], [2.8483, 0.6616, -2.9235], [-0.4245, -1.7627, -3.1373], [0.5752, -3.9089, -3.8175], [2.7916, -4.5831, -2.9381], [3.9929, -3.0993, -1.3593], [2.9935, -0.9586, -0.6803]],
  "lowdin_charge": [0.453, -0.087, -0.073, -0.043, 0.203, 0.045, -0.074, -0.598, -0.130, 0.465, -0.101, -0.112, -0.336, 0.297, -0.124, -0.336, -0.457, 0.082, 0.076, 0.088, 0.088, 0.101, 0.090, 0.081, 0.312, 0.569, -0.332, -0.109, -0.089, -0.095, -0.075, -0.114, -0.323, -0.096, -0.085, -0.088, -0.074, -0.124, -0.408, -0.402, -0.248, -0.049, 0.008, 1.087, 0.331, -0.374, -0.142, -0.092, -0.101, -0.094, -0.098, -0.367, -0.093, -0.087, -0.093, -0.101, -0.137, 0.046, 0.097, 0.096, 0.103, 0.020, 0.034, 0.108, 0.102, 0.102, 0.047, 0.008, 0.105, 0.097, 0.097, 0.102, 0.063, 0.097, 0.095, 0.100, 0.063]
}

***

(2)
{
  "formula": "C26H22N7NiS",
  "method": "ωB97M-V/def2-TZVPD",
  "gap_ev": [6.505, 6.340],
  "homo_energy_ev": [-9.8, -9.7],
  "spin_multiplicity": 3,
  "total_charge": 1,
  "species": ["Ni", "C", "C", "N", "N", "C", "N", "S", "C", "C", "C", "C", "C", "N", "H", "H", "H", "H", "H", "H", "H", "H", "H", "H", "C", "C", "N", "C", "C", "C", "C", "C", "C", "C", "N", "C", "C", "C", "C", "C", "C", "C", "C", "N", "C", "H", "H", "H", "H", "H", "H", "H", "H", "H", "H", "H", "H"],
  "xyz": [[0.0340, 0.3173, -0.0765], [-4.3404, -0.2584, 0.1231], [-2.8708, 0.0338, 0.1216], [-1.9811, -0.6997, -0.4380], [-2.4795, -1.7129, -1.2020], [-1.7627, -2.7303, -1.8070], [-2.4240, -3.2233, -2.8781], [-0.3557, -3.3601, -1.2548], [-2.4390, 1.3785, 0.5909], [-3.1090, 2.1049, 1.5608], [-2.7796, 3.4402, 1.7403], [-1.8294, 4.0159, 0.9133], [-1.1671, 3.2073, 0.0061], [-1.4256, 1.9050, -0.1231], [-4.5536, -1.3262, 0.1116], [-4.8169, 0.2139, -0.7423], [-4.8066, 0.1616, 1.0107], [-3.4293, -1.6024, -1.5107], [-3.1068, -2.6834, -3.3828], [-1.9920, -3.9927, -3.3565], [-3.8818, 1.6433, 2.1599], [-3.2808, 4.0264, 2.4994], [-1.5896, 5.0684, 0.9753], [-0.3928, 3.6059, -0.6381], [2.3211, -3.1364, 1.3359], [1.4264, -2.0564, 1.3230], [1.4104, -1.1571, 0.3679], [2.3101, -1.2504, -0.6527], [3.2251, -2.3185, -0.7380], [3.1999, -3.2770, 0.2997], [4.1255, -2.3658, -1.8267], [4.1028, -1.3704, -2.7595], [3.1980, -0.2877, -2.6645], [2.3019, -0.2025, -1.6270], [1.4135, 0.8476, -1.3784], [1.9506, 2.0923, -1.0682], [2.6389, 2.9226, -1.9237], [3.1762, 4.1510, -1.4779], [3.0345, 4.5693, -0.1855], [2.3453, 3.7500, 0.7360], [2.1655, 4.0841, 2.0979], [1.4960, 3.2293, 2.9270], [0.9779, 2.0362, 2.3944], [1.1207, 1.6971, 1.1339], [1.8085, 2.5217, 0.2924], [2.2881, -3.8467, 2.1501], [0.6867, -1.9524, 2.1086], [3.8868, -4.1158, 0.2606], [4.8233, -3.1925, -1.9019], [4.7906, -1.4040, -3.5962], [3.2095, 0.4822, -3.4237], [2.7637, 2.6313, -2.9569], [3.7051, 4.7767, -2.1872], [3.4482, 5.5155, 0.1469], [2.5710, 5.0180, 2.4717], [1.3629, 3.4481, 3.9784], [0.4323, 1.3436, 3.0282]],
  "nbo_charge": [1.398, -0.700, 0.246, -0.273, -0.449, 0.246, -0.784, -0.158, 0.136, -0.226, -0.131, -0.234, 0.077, -0.506, 0.242, 0.251, 0.249, 0.380, 0.393, 0.426, 0.233, 0.239, 0.244, 0.230, -0.268, 0.087, -0.541, 0.206, -0.100, -0.101, -0.206, -0.177, -0.233, 0.151, -0.777, 0.153, -0.233, -0.173, -0.216, -0.107, -0.114, -0.261, 0.060, -0.534, 0.193, 0.234, 0.198, 0.228, 0.221, 0.224, 0.218, 0.225, 0.227, 0.223, 0.229, 0.234, 0.201]
}

***

(3)
{
  "formula": "C4H9NO",
  "method": "ωB97M-V/def2-TZVPD",
  "gap_ev": 10.289,
  "e_above_lowest_kj_mol": 78.7,
  "smiles": "CC(C)C(N)=O",
  "homo_energy_ev": -9.4,
  "spin_multiplicity": 1,
  "species": ["C", "C", "C", "C", "N", "O", "H", "H", "H", "H", "H", "H", "H", "H", "H"],
  "xyz": [[0.3842, -0.5544, 1.5830], [0.4069, -0.1941, 0.0748], [-0.1564, -1.4035, -0.7302], [-0.3451, 1.1497, -0.0996], [-0.3572, 1.9174, -1.2405], [-0.7798, 1.6933, 0.8971], [-0.6368, -0.7655, 1.9337], [0.8204, 0.2385, 2.1986], [0.9910, -1.4462, 1.7792], [1.4408, 0.2696, -0.1149], [-0.1337, -1.2904, -1.8180], [0.3990, -2.3259, -0.5085], [-1.2131, -1.5900, -0.4557], [-0.0759, 1.4535, -2.0628], [-0.7441, 2.8480, -1.4361]],
  "nbo_charge": [-0.594, -0.307, -0.613, 0.664, -0.835, -0.620, 0.218, 0.228, 0.201, 0.228, 0.208, 0.219, 0.219, 0.369, 0.416]
}

***

(4)
{
  "formula": "C30H104N6O22",
  "method": "ωB97M-V/def2-TZVPD",
  "gap_ev": [8.945, 3.356],
  "homo_energy_ev": [-10.7, -10.7],
  "spin_multiplicity": 2,
  "total_charge": 1,
  "species": ["C", "C", "C", "O", "C", "N", "H", "H", "H", "H", "H", "H", "H", "H", "H", "H", "H", "C", "C", "C", "O", "C", "N", "H", "H", "H", "H", "H", "H", "H", "H", "H", "H", "H", "C", "C", "C", "O", "C", "N", "H", "H", "H", "H", "H", "H", "H", "H", "H", "H", "H", "C", "C", "C", "O", "C", "N", "H", "H", "H", "H", "H", "H", "H", "H", "H", "H", "H", "C", "C", "C", "O", "C", "N", "H", "H", "H", "H", "H", "H", "H", "H", "H", "H", "H", "C", "C", "C", "O", "C", "N", "H", "H", "H", "H", "H", "H", "H", "H", "H", "H", "H", "C", "C", "O", "O", "H", "H", "H", "H", "H", "H", "C", "C", "O", "O", "H", "H", "H", "H", "H", "H", "C", "C", "O", "O", "H", "H", "H", "H", "H", "H", "O", "H", "H", "O", "H", "H", "O", "H", "H", "O", "H", "H", "O", "H", "H", "O", "H", "H", "O", "H", "H", "O", "H", "H", "O", "H", "H", "O", "H", "H"],
  "xyz": [[1.7677, -1.9246, 2.6970], [1.5542, -3.4843, 3.0144], [0.9898, -4.2929, 1.8304], [1.8428, -4.2807, 0.6974], [1.2347, -4.9701, -0.3708], [2.8353, -4.0172, 3.3567], [0.7991, -1.5729, 2.3419], [2.6214, -1.8073, 2.0294], [1.9876, -1.3925, 3.6225], [0.8166, -3.5349, 3.8154], [0.0417, -3.7888, 1.6429], [0.6787, -5.2919, 2.1358], [0.8180, -5.9485, -0.1313], [1.8994, -5.1638, -1.2126], [0.4146, -4.3943, -0.7996], [3.4242, -3.7996, 2.5655], [2.8370, -5.0264, 3.3968], [-3.8913, 5.1304, -0.0121], [-2.5921, 4.8631, 0.6571], [-2.4953, 4.8908, 2.2632], [-1.1405, 4.7471, 2.6249], [-0.9463, 4.4962, 3.9900], [-2.2630, 3.5198, 0.2606], [-4.1710, 6.1528, 0.2418], [-4.8450, 4.6837, 0.2689], [-3.8811, 5.0732, -1.1006], [-1.7685, 5.4139, 0.2027], [-3.1376, 4.0878, 2.6247], [-2.9180, 5.8755, 2.4629], [-1.3561, 3.5005, 4.1594], [-1.4535, 5.2718, 4.5639], [0.1146, 4.4767, 4.2394], [-3.0747, 2.9614, 0.4828], [-1.5619, 3.1448, 0.8835], [-3.8448, -3.3339, 5.0711], [-2.6311, -3.0514, 4.1798], [-1.5982, -2.0967, 4.7679], [-2.2280, -0.8415, 5.1186], [-2.3542, 0.0997, 4.0660], [-2.0235, -4.3730, 4.0049], [-4.4494, -2.4273, 5.0967], [-3.5836, -3.7160, 6.0579], [-4.4866, -4.1176, 4.6687], [-3.0787, -2.7844, 3.2224], [-0.8619, -2.0012, 3.9698], [-1.0535, -2.4543, 5.6416], [-2.9716, 0.8581, 4.5475], [-2.8831, -0.3070, 3.2040], [-1.4013, 0.4107, 3.6380], [-2.7731, -4.9732, 4.3177], [-1.2953, -4.4735, 4.6975], [1.2913, -2.9819, -3.6563], [2.7013, -3.5942, -3.9318], [3.0049, -3.5898, -5.4432], [1.9929, -4.3349, -6.1185], [1.8170, -3.9743, -7.4952], [3.5869, -2.9385, -3.0241], [1.1253, -1.9204, -3.8395], [0.9241, -3.2796, -2.6741], [0.5228, -3.4354, -4.2822], [2.6262, -4.6404, -3.6354], [4.0129, -3.9802, -5.5828], [3.0266, -2.5350, -5.7173], [2.8020, -4.0309, -7.9585], [1.3620, -2.9840, -7.5150], [1.1543, -4.7421, -7.8945], [4.2107, -3.6738, -2.7239], [3.0281, -2.7671, -2.2004], [-0.4489, -0.6174, -1.4124], [-0.4875, 0.8941, -1.3018], [0.6629, 1.3408, -0.3383], [0.2866, 1.0327, 1.0483], [1.1110, 1.7242, 2.0250], [-0.3451, 1.4416, -2.6732], [-0.7233, -1.0626, -0.4561], [0.5587, -1.0149, -1.5344], [-1.1608, -0.9446, -2.1701], [-1.4493, 1.2095, -0.8974], [0.8098, 2.4174, -0.4248], [1.6339, 0.8761, -0.5093], [0.7855, 2.7565, 2.1536], [2.1825, 1.8125, 1.8460], [1.0073, 1.2681, 3.0095], [0.4374, 0.9870, -3.1218], [-1.1245, 1.1176, -3.2279], [-4.6227, -4.3026, -5.3669], [-4.0189, -3.0329, -4.8471], [-3.1520, -3.2683, -3.5527], [-3.9296, -3.6913, -2.4648], [-3.1753, -4.1473, -1.3185], [-3.5221, -2.1897, -5.8600], [-3.9323, -5.0020, -5.8384], [-5.4248, -4.0408, -6.0570], [-5.0820, -4.8421, -4.5387], [-4.8667, -2.4854, -4.4353], [-2.5581, -2.4039, -3.2559], [-2.4610, -4.0801, -3.7799], [-3.7416, -3.9715, -0.4039], [-2.2078, -3.6478, -1.2667], [-2.9627, -5.2101, -1.4342], [-2.7428, -2.7213, -6.2206], [-4.2555, -2.1422, -6.5528], [-5.2043, -0.0753, 0.1588], [-4.4422, -0.9941, -0.8437], [-3.8288, -0.2463, -1.8664], [-4.2455, 0.8911, 0.6519], [-5.6801, -0.6816, 0.9296], [-6.0811, 0.4494, -0.2207], [-5.2041, -1.6814, -1.2115], [-3.7033, -1.6234, -0.3475], [-3.6443, 0.5707, -1.3974], [-4.5234, 0.9978, 1.5646], [3.7834, 6.0679, 2.7650], [4.4434, 4.8372, 2.1219], [4.5161, 3.6700, 2.8896], [2.3267, 5.9970, 2.8838], [3.9305, 6.8268, 1.9965], [4.3603, 6.3060, 3.6586], [5.4492, 5.1101, 1.8026], [4.0047, 4.5538, 1.1652], [3.6588, 3.4607, 3.2675], [2.0906, 5.9545, 3.8133], [2.7367, 1.7002, 6.6870], [3.2141, 1.8672, 5.2478], [2.3863, 2.8141, 4.6285], [1.6567, 0.7679, 6.8307], [2.4809, 2.6389, 7.1785], [3.5471, 1.2380, 7.2507], [3.2098, 0.8590, 4.8334], [4.2354, 2.2442, 5.1953], [2.5172, 3.6604, 5.0624], [1.6392, 0.5919, 7.7743], [3.3876, 0.0633, -3.1394], [2.7039, 0.3258, -3.7558], [3.4409, -0.8880, -3.2310], [3.6994, 2.6996, -1.4481], [3.5117, 1.8595, -1.8667], [4.1612, 2.4683, -0.6422], [-2.7834, 0.1380, -4.4050], [-3.1970, -0.0767, -3.5689], [-2.9515, -0.6244, -4.9587], [3.1140, 2.8043, -4.1384], [3.9497, 2.8305, -3.6724], [2.4703, 3.0970, -3.4933], [5.0284, 1.7628, 0.6336], [5.9205, 1.8599, 0.3004], [5.0907, 1.9995, 1.5589], [-1.5696, 4.2437, -2.3888], [-1.8112, 4.0211, -1.4898], [-1.3030, 3.4112, -2.7788], [2.4457, 4.9122, -1.9802], [1.6947, 4.8326, -1.3922], [3.0105, 4.1747, -1.7492], [3.9998, -0.7105, -0.3323], [4.3553, 0.0255, 0.1658], [3.8278, -0.3507, -1.2025], [1.4215, 0.5800, -4.8195], [0.7188, 0.0281, -5.1626], [1.2035, 1.4617, -5.1218], [1.0785, 5.1584, 0.5500], [1.5937, 5.4922, 1.2845], [0.2237, 4.9546, 0.9295]],
  "lowdin_charge": [-0.030, -0.410, -0.223, -0.158, -0.117, 0.034, 0.052, 0.066, 0.065, 0.104, 0.104, 0.123, 0.093, 0.079, 0.062, 0.068, 0.076, -0.060, -0.395, -0.151, -0.216, -0.078, 0.020, 0.085, 0.087, 0.088, 0.137, 0.127, 0.127, 0.090, 0.099, 0.072, 0.059, 0.071, -0.071, -0.432, -0.163, -0.183, -0.098, 0.036, 0.076, 0.090, 0.076, 0.124, 0.097, 0.137, 0.095, 0.067, 0.077, 0.052, 0.063, -0.048, -0.415, -0.188, -0.207, -0.075, 0.055, 0.054, 0.049, 0.072, 0.130, 0.128, 0.122, 0.091, 0.083, 0.090, 0.098, 0.066, 0.000, -0.285, -0.122, -0.185, -0.074, 0.354, 0.113, 0.090, 0.067, 0.127, 0.115, 0.113, 0.068, 0.086, 0.075, 0.093, 0.100, -0.056, -0.458, -0.190, -0.198, -0.070, 0.042, 0.087, 0.085, 0.085, 0.141, 0.092, 0.123, 0.086, 0.069, 0.093, 0.099, 0.104, -0.180, -0.211, -0.071, -0.090, 0.122, 0.123, 0.124, 0.104, 0.075, 0.081, -0.162, -0.241, -0.075, -0.079, 0.126, 0.128, 0.129, 0.111, 0.038, 0.081, -0.231, -0.220, -0.091, -0.063, 0.120, 0.120, 0.129, 0.122, 0.091, 0.083, -0.063, -0.033, -0.005, -0.050, 0.014, -0.001, -0.063, -0.023, -0.025, -0.036, 0.039, 0.006, -0.027, 0.092, 0.055, -0.026, -0.039, -0.010, -0.066, -0.016, -0.050, -0.054, -0.015, -0.027, -0.039, 0.070, 0.074, -0.036, -0.001, -0.001]
}

***

(5)
{
  "formula": "C4H5N3O",
  "method": "ωB97M-V/def2-TZVPD",
  "gap_ev": 10.496,
  "e_above_lowest_kj_mol": 466.6,
  "smiles": "N#C[C@H]1CN1C(N)=O",
  "homo_energy_ev": -10.1,
  "spin_multiplicity": 1,
  "species": ["N", "C", "C", "C", "N", "C", "N", "O", "H", "H", "H", "H", "H"],
  "xyz": [[1.3744, 2.2376, 0.2611], [1.6075, 1.0182, 0.0386], [1.3233, -0.3887, -0.3949], [0.6056, -1.4227, 0.4780], [-0.1178, -0.7339, -0.5496], [-1.0604, 0.1854, 0.1965], [-1.7560, 0.8816, -0.6156], [-0.9461, 0.3762, 1.4783], [2.1189, -0.5622, -1.1428], [0.9043, -2.4595, 0.6212], [0.5192, -0.9577, 1.5464], [-2.3525, 1.5635, -0.3284], [-2.2203, 0.2623, -1.5887]],
  "nbo_charge": [-0.299, 0.243, -0.181, -0.251, -0.444, 0.754, -0.756, -0.622, 0.250, 0.226, 0.258, 0.404, 0.418]
}

***

(6)
{
  "formula": "C4H6O2",
  "method": "ωB97M-V/def2-TZVPD",
  "gap_ev": 9.582,
  "e_above_lowest_kj_mol": 277.5,
  "homo_energy_ev": -8.8,
  "spin_multiplicity": 1,
  "species": ["O", "C", "C", "C", "C", "O", "H", "H", "H", "H", "H", "H"],
  "xyz": [[2.2881, -0.5586, -0.3544], [0.9511, -0.5546, -0.2911], [-0.7862, -0.2610, 0.9705], [-1.2629, 0.2571, -0.3350], [0.2158, 0.6659, -0.4345], [0.6938, 1.7901, -0.2821], [2.5979, 0.3662, -0.3681], [0.5355, -1.5159, -0.5624], [-0.9710, -1.2843, 1.2811], [-0.7760, 0.4773, 1.7714], [-1.9007, 1.1363, -0.3607], [-1.5854, -0.5186, -1.0346]],
  "nbo_charge": [-0.647, 0.158, -0.358, -0.518, 0.415, -0.658, 0.505, 0.190, 0.216, 0.225, 0.250, 0.223]
}

***

Which formula does entry 6 have?
C4H6O2